Computed, not measured: a cluster of 10 separate species, C22H47BNO41PS10 in total, with ωB97M-V with the def2-TZVPD basis set.

Positions of all 123 atoms, in Å:
N 2.465814 -1.042785 6.205206
B 2.434552 -1.449017 4.815999
O 3.615926 -1.787488 4.222157
C 1.085108 -1.541699 3.958018
C 0.437527 -2.930602 4.256858
S -1.320460 -2.942846 4.494271
O -1.933673 -2.689536 3.223190
O -1.664755 -4.137243 5.205758
O -1.640568 -1.709053 5.434931
C -0.667868 -0.637404 5.515831
C 0.054651 -0.420276 4.195735
P 0.693896 1.267406 4.074348
O -0.314585 2.293944 4.462804
H 3.429541 -0.963722 6.516151
H 2.019780 -1.676112 6.857024
H 3.482169 -2.136471 3.331556
H 1.364584 -1.526278 2.901835
H 0.530608 -3.570185 3.382939
H 0.886334 -3.408699 5.127611
H -1.215904 0.253175 5.819031
H 0.047265 -0.871270 6.302056
H -0.688605 -0.454306 3.389547
H 1.893442 1.306680 4.802471
H 1.078294 1.372486 2.734100
C 1.274089 -7.032079 3.528095
C 0.472095 -6.389988 2.415863
O 1.257838 -5.218394 2.081845
S 2.804744 -5.533678 2.252648
O 3.385841 -5.871448 1.005028
O 3.374201 -4.496646 3.047783
O 2.646326 -6.854938 3.117328
H 1.131958 -6.527870 4.485165
H 1.071461 -8.093284 3.636162
H -0.519853 -6.076801 2.731958
H 0.395596 -7.025986 1.536447
C 0.487341 0.996202 -2.238409
C 0.953502 2.071893 -1.284636
O 0.048386 1.957153 -0.171523
S -0.390446 0.438230 0.020209
O 0.396491 -0.153842 1.048988
O -1.804609 0.362377 0.071948
O 0.121542 -0.101632 -1.384687
H -0.395119 1.306638 -2.799755
H 1.265253 0.683433 -2.928475
H 0.896691 3.074117 -1.700452
H 1.967672 1.880410 -0.928311
C -4.371749 1.471046 8.132914
C -3.404734 0.360676 8.488808
O -2.284031 1.051111 9.059203
S -2.784771 2.343842 9.853217
O -2.907414 2.045094 11.234191
O -2.028392 3.457304 9.412217
O -4.253332 2.393865 9.225126
H -4.081888 1.978067 7.210977
H -5.400957 1.131974 8.058917
H -3.078124 -0.207599 7.621737
H -3.819074 -0.314128 9.239709
C -0.607337 5.028877 2.423863
C -1.851269 5.660380 1.840454
O -1.343274 6.569940 0.838476
S -0.025904 5.969664 0.189826
O -0.356106 5.314233 -1.032321
O 0.992276 6.959830 0.236062
O 0.258452 4.855850 1.278034
H -0.107171 5.688806 3.131364
H -0.783266 4.066989 2.894651
H -2.428995 6.221071 2.568467
H -2.489790 4.925587 1.346988
C -0.652676 -8.762590 -3.247493
C -0.665507 -7.266436 -3.009354
O -1.611347 -7.110883 -1.929864
S -1.540862 -8.358961 -0.956190
O -0.701648 -8.061488 0.154420
O -2.852523 -8.849458 -0.744475
O -0.732308 -9.327452 -1.928213
H -1.522520 -9.094053 -3.817487
H 0.258303 -9.105233 -3.730023
H -1.001687 -6.692445 -3.865441
H 0.304866 -6.897981 -2.684346
C 4.539506 6.447896 0.958503
C 5.032061 7.523403 1.906963
O 4.159350 7.402059 3.039158
S 3.747656 5.877942 3.254668
O 4.567234 5.283694 4.247516
O 2.334732 5.818193 3.335089
O 4.219202 5.346108 1.825674
H 3.633751 6.753624 0.432108
H 5.297281 6.130549 0.247648
H 4.944362 8.525525 1.498249
H 6.058435 7.341984 2.230954
C 0.676865 -5.604114 -7.965597
C 1.249561 -6.953380 -7.578704
O 2.291795 -6.626673 -6.647825
S 1.888536 -5.337790 -5.799281
O 1.337051 -5.733016 -4.549538
O 2.955641 -4.411088 -5.854788
O 0.688071 -4.862078 -6.735609
H 1.306095 -5.088562 -8.692005
H -0.342257 -5.663209 -8.336246
H 1.678023 -7.495351 -8.416230
H 0.508512 -7.577511 -7.075230
C -3.230116 1.805033 -4.438380
C -4.186133 2.476568 -5.402943
O -3.322893 2.989483 -6.433269
S -2.075739 2.020165 -6.638008
O -2.324383 1.148580 -7.727002
O -0.896226 2.810835 -6.579584
O -2.240489 1.193838 -5.284741
H -2.734662 2.534028 -3.794496
H -3.707801 1.044973 -3.826932
H -4.742214 3.295261 -4.957253
H -4.876763 1.761503 -5.852342
C -1.064118 5.148852 -9.001168
C -0.029361 5.961745 -8.253008
O 0.341586 6.983847 -9.192167
S -0.916093 7.390796 -10.085871
O -1.538014 8.548751 -9.552434
O -0.525183 7.338696 -11.447551
O -1.823805 6.128438 -9.726282
H -0.599435 4.467972 -9.715946
H -1.717093 4.593809 -8.338242
H 0.848944 5.385358 -7.980244
H -0.450790 6.435199 -7.364673

Force components x, y, z for each atom (eV/Å):
0.576 -0.341 -0.170
-0.025 -0.184 0.006
-0.188 0.261 -0.062
-0.090 -0.063 0.047
0.139 0.443 0.015
-0.193 -0.335 -0.554
0.077 0.026 0.136
-0.021 0.194 0.079
0.166 -0.081 0.277
0.143 0.428 0.035
0.058 -0.369 0.004
-0.544 0.574 0.063
0.085 -0.065 0.006
-0.024 0.029 0.056
-0.378 0.291 0.014
0.243 0.017 0.070
-0.128 -0.003 -0.010
0.153 -0.194 0.151
-0.145 -0.158 -0.017
-0.141 -0.077 -0.085
-0.055 -0.048 0.058
-0.031 0.058 0.063
0.078 -0.079 -0.037
0.326 -0.123 0.005
-0.125 0.113 0.189
0.012 -0.236 -0.104
-0.060 0.027 0.079
0.014 -0.018 -0.020
0.075 -0.008 0.010
-0.106 0.080 -0.089
-0.050 -0.084 -0.077
-0.025 0.011 -0.010
0.140 -0.036 -0.068
0.059 0.189 -0.004
0.062 0.103 0.145
-0.168 0.192 -0.237
0.368 0.006 0.056
-0.233 -0.062 -0.084
0.034 0.017 -0.054
-0.076 -0.106 -0.144
-0.043 0.133 0.114
0.262 -0.011 0.021
0.007 0.017 -0.013
-0.001 -0.207 0.081
-0.221 0.047 0.151
-0.013 -0.019 -0.001
0.115 0.050 -0.238
-0.183 -0.206 0.088
0.026 0.091 -0.171
-0.024 -0.028 -0.019
-0.017 0.041 0.039
0.058 0.002 0.023
-0.060 -0.085 0.080
0.018 -0.018 0.000
-0.035 0.066 0.142
0.154 0.041 0.029
-0.033 -0.002 -0.023
0.074 0.217 0.350
-0.124 -0.277 -0.123
0.038 0.105 0.143
-0.078 -0.243 0.414
0.251 0.068 -0.131
0.009 0.036 -0.311
-0.177 -0.080 -0.167
0.024 0.006 -0.029
0.087 -0.168 -0.071
0.069 0.152 -0.060
0.011 0.002 0.003
-0.181 0.016 -0.215
0.233 -0.030 0.160
-0.143 -0.044 -0.155
0.058 0.015 0.036
-0.125 -0.180 -0.098
-0.039 0.022 0.027
0.124 0.045 -0.022
-0.002 0.024 -0.006
0.062 -0.062 0.156
-0.136 0.056 0.085
0.002 0.011 -0.005
-0.195 0.175 -0.168
0.232 -0.075 -0.041
-0.069 0.035 -0.039
0.052 0.100 -0.215
-0.060 -0.080 -0.007
-0.158 -0.049 0.238
0.202 -0.013 0.059
-0.005 0.019 0.032
0.021 -0.134 0.081
-0.125 0.027 0.085
-0.002 -0.009 -0.015
0.150 0.032 -0.205
-0.214 -0.086 0.049
0.060 0.049 -0.079
0.016 0.034 -0.035
0.005 0.013 -0.089
0.057 -0.006 0.034
-0.119 -0.108 0.068
0.013 -0.022 -0.002
-0.052 0.065 0.126
0.140 0.032 0.047
-0.014 0.007 -0.021
-0.001 0.290 0.288
-0.157 -0.291 -0.092
0.095 0.151 0.153
-0.231 -0.043 0.144
0.198 -0.032 -0.065
0.045 0.014 -0.143
-0.113 -0.047 -0.061
-0.017 0.012 -0.004
0.101 -0.146 -0.100
0.113 0.122 -0.075
0.000 -0.005 0.016
0.220 -0.242 -0.121
-0.175 0.065 0.228
0.070 -0.111 -0.081
0.008 -0.020 0.023
-0.047 0.019 -0.026
0.031 0.045 -0.021
-0.029 0.065 0.149
0.008 -0.008 0.016
-0.177 0.114 -0.031
0.085 0.066 -0.121
-0.013 -0.019 0.000

The max |F| comes out at 0.8 eV/A. Its SMILES is NB(O)[C@H]1CS(=O)(=O)OC[C@H]1[PH2]=O.O=S1(=O)OCCO1.O=S1(=O)OCCO1.O=S1(=O)OCCO1.O=S1(=O)OCCO1.O=S1(=O)OCCO1.O=S1(=O)OCCO1.O=S1(=O)OCCO1.O=S1(=O)OCCO1.O=S1(=O)OCCO1. The calculation puts the electronic energy at -227325.95984 eV. Its orbital gap is 10.20 eV. The value obtained for the HOMO energy is -10.34 eV.

=====

Computed, not measured: a cluster of 11 separate species, H24NO10 in total in a non-equilibrium geometry, with ωB97M-V with the def2-TZVPD basis set.

Positions of all 35 atoms, in Å:
N -0.014743 0.052514 -0.218943
H -0.620743 0.585514 0.475057
H 0.743257 0.628514 -0.525943
H -0.494743 -0.498486 -0.849943
H 0.590257 -0.550486 0.426057
O 2.323257 0.836514 -2.521943
H 2.824257 0.807514 -1.758943
H 2.728257 1.656514 -2.938943
O -2.206743 -0.677486 -1.166943
H -2.967743 -0.348486 -1.998943
H -2.572743 -0.650486 -0.316943
O -1.766743 1.067514 2.069057
H -2.316743 0.331514 1.856057
H -1.887743 1.680514 1.456057
O 3.254257 -2.385486 1.827057
H 2.889257 -3.128486 1.246057
H 2.568257 -1.671486 2.262057
O -0.552743 1.305514 -2.574943
H -1.472743 0.900514 -2.663943
H -0.372743 1.917514 -3.262943
O -1.677743 -3.601486 -0.633943
H -1.897743 -2.772486 -1.074943
H -1.430743 -4.296486 -1.280943
O 1.942257 0.007514 2.392057
H 1.476257 0.070514 3.293057
H 1.602257 0.848514 2.112057
O 1.127257 2.645514 1.430057
H 1.489257 3.261514 0.786057
H 0.616257 3.263514 1.919057
O 0.052257 -3.052486 0.773057
H -0.755743 -3.126486 0.232057
H 0.736257 -3.777486 0.452057
O -1.611743 2.698514 -0.209943
H -1.172743 2.521514 -1.129943
H -1.169743 3.450514 0.122057

Force components x, y, z for each atom (eV/Å):
3.225 0.561 5.759
0.628 -0.457 -1.084
-0.145 0.948 -1.411
-0.963 -0.968 -1.985
-1.289 -0.142 -0.549
-0.701 2.128 -2.857
1.854 -0.614 2.701
-0.896 -1.523 0.310
-2.537 0.887 -6.508
3.016 -1.766 4.517
-1.789 0.317 1.692
1.901 -3.965 4.241
-0.834 -0.666 0.175
-1.190 4.579 -4.412
-1.842 0.941 0.392
0.024 2.117 1.690
2.024 -3.204 -2.322
-2.108 -1.484 1.479
2.057 1.229 -0.331
-0.074 0.621 -1.339
-2.032 -0.996 -1.857
-0.232 -0.278 -0.698
-0.316 0.847 0.408
-1.650 0.011 2.678
1.196 -0.917 -1.440
0.234 1.200 -1.077
0.420 -0.190 -1.012
0.631 -0.304 -0.362
-0.987 0.478 1.397
4.107 -0.806 0.664
0.823 -0.889 0.303
-2.492 2.348 0.959
0.310 -1.726 -2.856
-1.045 0.233 2.195
0.672 1.451 0.536

The max |F| comes out at 7.0 eV/A. The calculation puts the electronic energy at -22346.00392 eV. Its orbital gap is 8.71 eV. The value obtained for the HOMO energy is -12.57 eV. The value obtained for the energy above the lowest of the compared OMol25 structures with the same formula, charge and spin is 110.5 kcal per mole. The net charge is +1.

=====

- The highest HOMO belongs to which entry?
  C22H47BNO41PS10

=====

- Among the records above, which one has the highest HOMO?
  C22H47BNO41PS10